The following is a quantum chemistry calculation of C9H21AlN3O3 as an isolated structure at a distorted geometry, from the Open Molecules 2025 dataset.

LUMO level in eV: -14.45
2S+1: 1
Orbital gap in eV: 1.083
E_tot in Ha: -986.6815
Total charge: +3
HOMO in eV: -15.5

Geometry as XYZ:
```
37
Properties=species:S:1:pos:R:3:forces:R:3:nbo_charge:R:1
Al 1.2033 -0.8633 -4.0871 0.06 -0.02 -0.11 1.000
C 1.1249 -8.0501 -1.7912 0.25 -1.00 -1.31 0.499
O 1.4767 -6.9159 -1.8868 0.23 1.89 0.39 -0.446
N 0.5164 -8.5784 -0.6923 -0.45 -0.95 1.11 -0.186
C 0.3455 -10.0115 -0.5860 -0.89 -0.25 -1.15 -0.472
C 0.2052 -7.8091 0.5206 0.85 0.63 -1.26 -0.440
H 1.2878 -8.7322 -2.6399 -0.20 -0.39 0.40 0.165
H -0.6034 -10.2332 -0.0976 0.63 -0.09 0.98 0.260
H 1.2648 -10.5323 -0.3181 0.14 0.11 1.27 0.285
H 0.2119 -10.5676 -1.5139 -0.08 0.83 -0.98 0.267
H 0.8772 -8.1796 1.2947 -0.52 -0.33 0.47 0.263
H 0.4823 -6.7644 0.3796 -0.06 -0.10 -0.31 0.250
H -0.8677 -7.8524 0.7079 0.07 -0.43 0.42 0.259
C 5.0652 5.1065 -1.6024 1.48 -2.66 0.07 0.502
O 4.6720 3.9698 -1.8477 -0.47 1.10 -0.07 -0.452
N 4.3487 6.0881 -1.0546 -0.42 1.90 0.19 -0.216
C 5.0036 7.2629 -0.6249 2.03 1.81 -0.42 -0.466
C 3.0093 6.0865 -0.6448 -1.99 -2.03 0.28 -0.448
H 6.1404 5.3434 -1.6149 -0.19 0.14 -0.46 0.165
H 4.5719 8.1786 -1.0288 -1.08 -0.01 0.53 0.265
H 5.9992 7.4600 -1.0224 0.34 -1.13 -0.17 0.255
H 5.1413 7.2846 0.4562 -0.49 0.17 0.22 0.259
H 2.3121 6.7400 -1.1691 0.50 0.74 -0.22 0.267
H 2.5423 5.1132 -0.7955 0.37 -0.24 0.02 0.243
H 2.9603 6.3022 0.4225 -0.03 0.29 0.08 0.253
C -4.0613 2.6339 0.5002 -0.02 0.18 -0.84 0.493
O -3.0443 2.0086 0.3827 1.57 -0.46 -0.77 -0.453
N -4.7428 2.5661 1.6369 -4.23 1.78 2.74 -0.186
C -6.1490 3.1409 1.6567 1.03 -0.53 -0.18 -0.437
C -4.3813 1.8721 2.8475 1.51 -1.08 -0.83 -0.455
H -4.5616 3.2576 -0.2567 0.35 -0.16 -0.12 0.161
H -6.2856 3.8675 2.4577 0.47 0.35 -0.05 0.265
H -6.8789 2.3789 1.9299 0.18 -0.51 -0.11 0.258
H -6.4234 3.5327 0.6773 0.22 0.12 0.20 0.239
H -5.0047 0.9786 2.8142 -0.28 -0.16 0.69 0.258
H -3.3526 1.5163 2.7900 -0.01 0.03 -0.39 0.255
H -4.4057 2.4012 3.8001 -0.87 0.48 -0.29 0.272
```
Forces are in eV/Å.